Record 1
{
  "formula": "C17H27BF4N8O3Pd",
  "method": "wB97M-V/def2-TZVPD",
  "elements": ["C", "H", "H", "C", "H", "H", "H", "H", "H", "C", "N", "H", "C", "N", "O", "C", "H", "F", "C", "H", "C", "Pd", "H", "H", "C", "H", "H", "N", "H", "C", "O", "N", "N", "C", "O", "H", "N", "N", "H", "F", "H", "H", "H", "C", "H", "F", "H", "H", "H", "B", "C", "N", "F", "C", "H", "C", "H", "C", "C", "H", "C"],
  "xyz": [[2.0524, 2.5486, -1.3927], [-4.0356, 1.5173, -0.2426], [-0.1319, 3.2164, 6.0497], [2.8351, 3.6527, -1.0899], [1.1428, 4.7360, 4.8333], [-1.4287, -1.5636, -2.6206], [-1.8048, -4.9956, -2.2467], [-0.1092, -3.0631, 2.7347], [-2.1769, -4.9540, 0.2730], [-0.1050, -2.1362, -5.5581], [0.8378, -1.4632, -4.9323], [-2.7653, -1.5433, -1.4487], [-2.1375, -2.1851, -2.0677], [1.1747, 2.0418, -0.5310], [0.1395, 2.9316, 5.1715], [-0.9812, -4.3344, -1.9720], [-1.8873, 2.7946, -1.9554], [1.6189, -0.3559, 1.4865], [0.5829, -0.6196, -4.0204], [3.2958, 5.0970, 0.4427], [-3.2370, 1.9623, 0.3455], [0.1115, 0.0622, -0.9474], [0.8792, -4.4227, 2.1833], [-0.2634, -4.8845, -1.3721], [1.0728, 2.5849, 0.6820], [-3.0333, 1.4861, -2.2707], [-0.3575, -1.3701, 1.1374], [-0.6872, -1.5269, 0.1933], [-1.9103, -4.7510, 2.0108], [-1.4153, -4.8931, 1.0440], [1.7115, 5.4427, 2.6457], [-1.4790, -3.1753, -1.2345], [0.3589, 0.1715, -3.1798], [1.3013, 3.6582, 4.7996], [-2.0343, 1.1656, 0.2000], [-0.8696, -5.8377, 1.0744], [-0.5051, -3.7902, 0.7787], [-0.8915, -2.7795, -6.1149], [1.1959, -2.8154, 1.5415], [3.2541, -1.8570, 0.9166], [0.3727, 2.1155, 1.3622], [-3.0442, 2.9859, 0.0347], [-0.4841, -4.0020, -2.8869], [1.7020, 4.2419, 2.4544], [3.5290, 4.0360, -1.8238], [3.4960, 0.3833, 0.3872], [-3.4691, 1.9196, 1.4031], [2.1186, 2.0428, -2.3488], [1.6322, 2.3329, 3.2027], [2.6367, -0.6796, 0.5562], [1.8335, 3.6685, 1.0756], [1.5896, 3.3124, 3.4394], [1.9700, -0.9221, -0.7420], [2.7140, 4.2296, 0.1594], [2.1412, 3.3895, 5.4470], [0.4096, -3.4918, 1.8674], [-2.7724, -2.7083, -2.7810], [-1.9744, 1.7169, -2.1327], [-0.8805, -2.7847, -0.0755], [-1.4037, 1.4427, -3.0107], [-1.4346, 1.0191, -0.9345]],
  "mulliken_charge": [-0.54, 0.38, 0.30, -0.87, 0.41, 0.04, 0.31, 0.35, 0.39, 0.55, -0.74, 0.28, -0.80, 0.62, -0.52, -1.10, 0.47, -0.38, 0.55, 0.49, -0.92, 0.76, 0.35, 0.40, -0.71, 0.44, 0.13, -0.36, 0.37, -1.20, -0.65, 0.11, -0.54, -0.55, -0.10, 0.33, 0.13, -0.60, 0.28, -0.33, 0.70, 0.36, 0.34, 0.25, 0.45, -0.37, 0.27, 0.40, 0.15, 0.57, 0.26, -0.13, -0.45, -0.31, 0.34, -0.98, 0.40, -1.72, 0.50, 0.40, 1.03],
  "e_above_lowest_kj_mol": 123.03,
  "fmax_ev_per_a": 0.899
}


Record 2
{
  "formula": "C17H27Cl4N3O2",
  "method": "wB97M-V/def2-TZVPD",
  "elements": ["H", "H", "C", "Cl", "H", "C", "C", "H", "C", "C", "H", "H", "Cl", "C", "H", "O", "C", "H", "N", "C", "H", "H", "O", "C", "H", "H", "C", "N", "C", "H", "H", "C", "H", "H", "H", "H", "H", "H", "N", "C", "H", "Cl", "H", "C", "H", "C", "H", "H", "Cl", "C", "C", "H", "H"],
  "xyz": [[-3.0382, 1.8747, 1.7353], [4.4265, 0.3293, -2.8556], [-2.2760, 1.4108, 2.3614], [-2.2392, 0.4870, -0.6168], [3.1287, 0.7280, 1.3774], [2.3850, 1.2650, 0.8074], [0.5428, 1.5810, -0.3355], [2.3682, 1.3457, -5.2437], [-2.1721, -2.8712, 0.9662], [-2.8136, -1.7729, 0.3281], [-1.5483, -3.6115, 0.4874], [-2.2440, -3.2773, 3.3193], [-0.1406, -0.2941, -2.3204], [-2.5175, -2.7791, 2.4009], [0.3275, 3.6225, 0.1832], [2.7408, 1.4246, -4.3625], [1.9777, -1.6765, 0.5765], [-2.2871, 1.7213, 3.4062], [-3.4652, -1.7403, 2.4745], [2.0839, 2.5721, 1.0174], [-1.1832, -1.4028, 1.2590], [0.8459, 0.7088, 1.8319], [0.1140, 0.8900, 2.4261], [3.4290, 0.1880, -2.4397], [2.6477, 3.2200, 1.6723], [-0.7929, -1.6720, -1.1528], [0.9433, -1.5690, 1.4828], [1.4289, 0.6217, 0.0403], [2.4192, 0.2719, -3.5908], [-4.0176, -1.5183, 3.2904], [1.0223, -1.6449, 2.5572], [1.3938, -1.5578, -0.6286], [3.4134, -0.7822, -1.9430], [1.9957, -1.5949, -1.5245], [3.0458, -1.7119, 0.7326], [3.1525, 0.9680, -1.7303], [-2.6963, -1.5550, -0.7232], [-0.6763, 2.5571, 1.4249], [-0.2466, -1.4675, 0.8865], [-1.6215, 0.6681, -2.1976], [-4.1680, -0.1769, 1.3586], [-2.7380, 0.2002, -3.5389], [2.6603, -0.5347, -4.2832], [-0.9148, 1.5294, 1.6990], [-0.3025, 1.3577, -0.9695], [0.8721, 2.7015, 0.3301], [1.3535, 0.2892, -3.3629], [1.5649, -0.3489, -0.2036], [-1.1374, 2.3572, -2.3232], [-3.5148, -1.0343, 1.2907], [0.0275, -1.6378, -0.4512], [-2.5665, 0.3614, 2.3127], [-0.9925, 0.9797, 0.7610]],
  "mulliken_charge": [0.29, 0.47, -1.33, -0.01, 0.39, -0.91, 1.04, 0.31, -0.30, -1.03, 0.48, 0.43, -0.25, -0.73, 0.55, -0.59, -0.92, 0.47, 0.11, -0.79, 0.24, 0.61, -0.69, -0.93, 0.45, 1.50, -1.17, 1.36, 0.07, 0.25, 0.37, -1.35, 0.36, 1.18, 0.58, -0.01, 1.38, 0.35, 1.09, 0.32, 0.72, -0.12, 0.39, 1.23, -1.58, -0.72, 0.12, 0.15, -0.05, -1.31, -1.66, 0.19, -0.96],
  "e_above_lowest_kj_mol": 956.16,
  "fmax_ev_per_a": 7.712
}


Record 3
{
  "formula": "C17H27ClN4O5P",
  "method": "wB97M-V/def2-TZVPD",
  "elements": ["H", "H", "C", "C", "C", "O", "H", "H", "H", "C", "H", "H", "N", "H", "H", "Cl", "H", "H", "C", "C", "C", "O", "H", "H", "H", "H", "C", "H", "C", "H", "H", "N", "O", "H", "H", "C", "C", "C", "H", "H", "P", "H", "N", "H", "N", "C", "C", "H", "H", "H", "O", "O", "C", "C", "C"],
  "xyz": [[-1.2302, -2.1977, -2.1718], [-3.5246, 0.7912, 1.7516], [-1.8202, -0.2926, -0.8683], [-1.9912, -2.9429, -0.0868], [1.0840, 2.1501, -2.0780], [3.8606, -2.5829, 1.2277], [-2.9028, 0.1070, -0.6061], [-3.0610, -3.0974, 0.3680], [-5.2732, 2.6987, 0.6532], [1.3765, -1.5337, -0.9856], [0.1084, 2.0122, -1.4462], [5.0611, -0.2370, 3.3634], [0.6771, 2.6513, -3.4479], [2.7575, 0.8665, -1.1287], [1.9965, -1.1853, -3.1588], [-2.5184, 4.4389, 1.3394], [2.8423, 1.0358, -3.0072], [1.5218, 2.9234, -4.0009], [-1.9912, -1.8594, -1.3160], [1.8765, -0.2478, 1.5723], [1.3332, -0.5915, -2.3640], [-0.8173, -5.1991, 0.1726], [0.1054, 1.9261, -3.9356], [0.7267, -2.4942, -1.1473], [2.4901, -1.8761, -0.8776], [-1.2643, -2.6988, 0.7970], [-2.6729, 1.6057, 1.7360], [-2.7570, 2.1691, 2.7837], [-1.1534, 0.9568, 1.5738], [-2.0664, 2.5695, -0.2416], [4.2613, -2.5420, 0.2911], [0.9389, 0.2878, 6.3223], [2.0516, 1.1830, 3.9511], [5.7005, -0.0937, 1.1741], [-0.5220, 1.9095, 3.5246], [1.2467, 0.7406, 2.7643], [-4.3818, 2.6911, -0.1286], [1.3818, 0.6079, 5.1322], [-0.7444, -4.3805, -2.5740], [-3.0655, -1.9419, -1.8302], [3.6669, -0.8924, 1.7390], [-1.4999, 0.3079, -1.8490], [-0.1859, 1.2878, 2.7284], [-4.4738, 1.7193, -0.8141], [4.2350, -0.8705, 3.2890], [2.0811, 0.8450, -2.1091], [-0.7001, -0.0146, 0.2949], [-4.4295, 3.6145, -0.8664], [1.6894, 3.0340, -1.5537], [0.2623, -0.5184, -2.8342], [4.7707, 0.1703, 0.8437], [-1.5713, -4.7848, -2.1295], [-2.8909, 2.7638, 0.5849], [0.8528, -0.5977, 0.2968], [-1.4476, -4.3917, -0.7177]],
  "mulliken_charge": [0.10, 0.33, -0.18, -0.21, 0.05, -0.49, 0.03, 0.47, 0.29, -0.22, -0.41, 0.23, -0.59, -0.13, 0.43, -0.17, 0.42, 0.29, -0.48, 0.35, -0.58, -0.51, 0.24, 0.05, 0.10, 0.08, -1.16, 0.40, 0.24, -0.04, 0.34, -0.36, -0.23, 0.34, 0.40, 0.00, -0.94, 0.34, 0.38, 0.42, 0.90, 0.13, -0.01, 0.26, -0.76, -0.09, 0.11, 0.35, 0.35, 0.18, -0.60, -0.45, 0.49, 0.20, 0.31],
  "smiles": "C[C@@H](Cl)Cc1[nH+]c(OC#N)c(P(=N)(O)O)c(CCCCN)c1CCCC(=O)O",
  "fmax_ev_per_a": 11.973,
  "total_charge": 1
}


| no. | Kohn-Sham gap (eV) | LUMO energy (eV) |
| --- | --- | --- |
| 1 | 7.6 | -0.47 |
| 2 | 7.6 | 0.24 |
| 3 | 6.4 | -5.46 |